{
  "formula": "C49H45BBrClF2LuN5O2S",
  "method": "wB97M-V/def2-TZVPD",
  "symbols": ["Lu", "C", "C", "N", "C", "C", "C", "C", "C", "C", "C", "N", "C", "C", "C", "C", "C", "C", "C", "C", "N", "C", "H", "H", "H", "H", "H", "H", "H", "H", "H", "H", "H", "H", "O", "S", "C", "C", "C", "C", "C", "C", "C", "C", "C", "C", "C", "C", "C", "C", "H", "H", "H", "H", "H", "H", "H", "H", "H", "H", "H", "H", "H", "H", "Cl", "C", "C", "C", "C", "N", "C", "H", "H", "H", "H", "F", "B", "F", "Br", "C", "C", "C", "C", "C", "C", "H", "H", "H", "H", "O", "C", "C", "C", "C", "C", "C", "N", "H", "H", "H", "H", "H", "H", "H", "H", "H", "H", "H"],
  "coordinates": [[0.712, -0.706, 0.254], [0.117, -0.261, 5.045], [0.254, 0.201, 3.730], [-0.157, -0.469, 2.675], [-0.756, -1.667, 2.862], [-0.814, -2.287, 4.145], [-0.377, -1.522, 5.249], [-1.313, -3.596, 4.259], [-1.750, -4.261, 3.134], [-1.819, -3.622, 1.901], [-1.396, -2.296, 1.733], [-1.495, -1.535, 0.601], [-2.598, -1.575, -0.191], [-3.790, -2.254, 0.157], [-4.938, -2.165, -0.593], [-4.963, -1.392, -1.740], [-3.819, -0.702, -2.129], [-3.874, 0.121, -3.324], [-2.817, 0.819, -3.729], [-1.556, 0.819, -2.939], [-1.544, 0.081, -1.652], [-2.646, -0.766, -1.361], [0.415, 0.374, 5.866], [0.709, 1.163, 3.543], [-0.463, -1.931, 6.247], [-1.334, -4.078, 5.226], [-2.074, -5.291, 3.211], [-2.164, -4.173, 1.039], [-3.816, -2.813, 1.078], [-5.824, -2.691, -0.270], [-5.868, -1.296, -2.320], [-4.805, 0.137, -3.875], [-2.826, 1.426, -4.623], [-1.235, 1.855, -2.780], [0.296, 1.656, 0.665], [1.049, 2.928, 0.512], [0.059, 4.216, 1.426], [0.126, 3.920, 2.885], [-1.028, 3.603, 3.592], [-0.974, 3.333, 4.948], [0.239, 3.368, 5.614], [1.400, 3.654, 4.914], [1.344, 3.930, 3.559], [0.696, 3.485, -1.222], [-0.644, 4.097, -1.427], [-1.801, 3.411, -1.057], [-3.044, 3.987, -1.251], [-3.153, 5.248, -1.817], [-2.009, 5.935, -2.185], [-0.764, 5.367, -1.980], [-0.966, 4.203, 1.069], [0.532, 5.166, 1.180], [-1.977, 3.581, 3.076], [-1.881, 3.093, 5.483], [0.278, 3.173, 6.675], [2.352, 3.660, 5.425], [2.250, 4.163, 3.018], [0.823, 2.563, -1.797], [1.496, 4.177, -1.481], [-1.725, 2.432, -0.604], [-3.933, 3.447, -0.957], [-4.124, 5.700, -1.954], [-2.083, 6.919, -2.627], [0.127, 5.912, -2.260], [5.234, 1.698, 3.731], [4.562, 0.185, 3.263], [5.229, -1.004, 3.529], [4.633, -2.177, 3.100], [3.416, -2.117, 2.438], [2.769, -0.978, 2.209], [3.338, 0.152, 2.612], [6.181, -1.011, 4.036], [5.111, -3.130, 3.262], [2.944, -3.014, 2.061], [2.805, 1.071, 2.400], [2.952, 1.578, -0.719], [2.767, 0.215, -0.540], [4.038, -0.271, -0.508], [1.194, -7.733, -1.074], [1.211, -5.850, -0.692], [1.037, -5.415, 0.604], [1.025, -4.049, 0.855], [1.171, -3.052, -0.132], [1.360, -3.584, -1.423], [1.384, -4.942, -1.718], [0.902, -6.126, 1.409], [0.875, -3.760, 1.893], [1.499, -2.902, -2.260], [1.523, -5.290, -2.734], [-0.309, -0.633, -2.061], [-0.355, -0.049, -3.394], [-0.676, -1.160, -4.415], [0.127, -1.131, -5.712], [1.585, -1.558, -5.528], [2.503, -0.440, -5.044], [2.104, 0.131, -3.684], [0.799, 0.779, -3.631], [-1.740, -1.104, -4.658], [-0.505, -2.114, -3.912], [0.078, -0.139, -6.173], [-0.350, -1.832, -6.402], [1.969, -1.927, -6.482], [1.627, -2.387, -4.817], [2.531, 0.366, -5.784], [3.516, -0.837, -4.960], [2.842, 0.888, -3.397], [2.109, -0.652, -2.920], [0.649, 1.330, -4.471]],
  "forces_ev_per_angstrom": [[-2.0, -0.7, 1.1], [-0.1, -0.3, 0.1], [-0.1, 0.1, -0.5], [0.2, 0.2, 0.0], [-0.5, -0.7, 0.4], [0.1, 0.2, -0.4], [0.0, 0.2, -0.1], [-0.1, -0.4, -0.1], [0.1, 0.1, 0.6], [0.3, 0.7, -0.4], [-0.2, -0.4, 0.4], [0.6, 0.3, -0.6], [-0.3, 0.3, -0.1], [0.0, 0.0, 0.0], [0.1, 0.0, 0.0], [0.2, 0.2, -0.1], [-0.1, -0.3, 0.4], [0.3, 0.4, -0.3], [-0.1, -0.1, 0.2], [0.1, 0.1, -0.2], [-0.2, 0.5, 0.3], [-0.2, -0.7, 0.1], [0.1, 0.0, 0.0], [0.1, 0.1, -0.1], [0.0, -0.1, 0.0], [0.0, 0.0, 0.1], [0.0, 0.0, 0.0], [-0.1, 0.0, 0.0], [0.0, 0.0, 0.0], [-0.1, 0.0, 0.0], [-0.1, 0.0, -0.1], [0.0, 0.0, -0.1], [-0.1, 0.1, -0.1], [0.1, -0.3, 0.0], [-0.5, -1.3, 0.2], [0.0, 1.9, -0.3], [0.3, -0.7, -0.3], [0.1, -0.1, 0.2], [0.0, 0.0, -0.1], [0.0, 0.0, 0.1], [0.0, 0.0, 0.0], [0.1, 0.0, 0.1], [0.0, 0.0, 0.0], [0.3, -0.2, 0.5], [-0.3, 0.1, 0.0], [-0.1, 0.1, -0.1], [0.0, 0.0, 0.1], [0.0, 0.1, 0.0], [-0.1, 0.1, 0.0], [0.1, -0.1, 0.0], [0.0, 0.0, -0.1], [0.0, 0.1, -0.1], [-0.1, 0.0, -0.1], [-0.1, 0.0, 0.0], [0.0, 0.0, 0.1], [0.1, 0.0, 0.0], [0.1, 0.0, 0.0], [0.1, 0.0, 0.0], [0.1, 0.0, 0.0], [0.0, -0.1, 0.0], [-0.1, -0.1, 0.0], [-0.1, 0.0, -0.1], [0.0, 0.1, 0.0], [0.1, 0.1, 0.0], [0.1, 0.3, 0.1], [-0.2, -0.4, 0.0], [-0.2, 0.1, -0.2], [-0.1, 0.2, 0.0], [-0.1, -0.2, 0.0], [-0.1, 0.0, -0.4], [0.1, 0.1, 0.1], [0.1, 0.1, 0.0], [0.0, -0.1, 0.0], [0.0, 0.0, 0.0], [0.0, 0.1, 0.0], [-0.3, 0.1, -0.3], [2.3, 1.1, -0.5], [-0.3, -0.6, -0.1], [0.0, 0.3, 0.1], [0.0, -0.3, -0.1], [0.0, -0.1, 0.1], [0.1, 0.3, 0.0], [0.1, -0.3, 0.0], [0.0, 0.4, 0.1], [0.0, -0.1, -0.1], [0.0, 0.0, 0.0], [0.0, 0.0, 0.0], [0.0, 0.0, 0.0], [0.0, 0.0, 0.0], [0.0, -0.4, 0.7], [-0.1, 0.2, -0.5], [0.1, 0.1, 0.0], [0.0, -0.2, 0.2], [0.1, 0.3, -0.2], [-0.2, -0.3, 0.3], [0.3, 0.0, -0.3], [-0.1, 0.1, 0.1], [0.0, -0.1, 0.1], [-0.1, 0.0, 0.0], [0.0, 0.0, -0.1], [0.0, 0.1, 0.0], [0.0, -0.1, 0.0], [0.0, -0.1, 0.0], [0.0, 0.0, 0.0], [0.1, 0.1, 0.0], [0.0, -0.2, 0.1], [0.1, 0.0, 0.0], [-0.1, 0.1, 0.1]],
  "lowdin_charge": [1.6252, -0.0405, -0.1361, 0.0398, -0.1686, -0.1586, -0.0007, -0.0531, -0.0763, -0.0592, -0.2735, -0.0373, -0.2021, -0.0238, -0.0860, -0.0617, -0.1705, -0.0327, -0.0372, -0.1741, 0.0381, -0.0983, 0.0977, 0.0864, 0.1172, 0.1049, 0.1091, 0.1236, 0.0927, 0.1024, 0.1017, 0.1140, 0.1166, 0.1180, -0.6189, 0.9886, -0.2355, -0.2971, -0.0332, -0.0784, -0.1000, -0.0795, -0.0646, -0.2357, -0.3006, -0.0854, -0.0616, -0.0826, -0.0791, -0.0405, 0.0835, 0.1133, 0.1187, 0.1084, 0.1043, 0.1047, 0.1115, 0.0753, 0.1023, 0.1052, 0.1107, 0.1020, 0.1031, 0.1116, 0.6907, -0.6430, -0.0729, -0.0317, -0.1011, 0.0347, -0.1796, 0.1109, 0.1109, 0.0904, 0.0962, -0.0086, -0.6819, 0.0841, 0.6675, -0.6914, -0.1487, -0.1901, -0.2272, -0.1457, -0.1506, 0.0962, 0.0735, 0.0612, 0.0922, -0.1307, -0.3885, -0.0784, -0.1859, -0.1978, -0.1817, -0.2040, 0.0408, 0.1105, 0.1262, 0.1121, 0.1115, 0.1084, 0.1078, 0.1120, 0.1134, 0.1165, 0.0900, 0.1340],
  "de_lowest_kcal_mol": 61.6,
  "fmax_ev_per_a": 2.60,
  "multiplicity": 1
}

{
  "formula": "C49H46BClN5O6SSiZr",
  "method": "wB97M-V/def2-TZVPD",
  "symbols": ["Zr", "O", "C", "O", "C", "C", "C", "C", "C", "C", "C", "C", "C", "N", "H", "H", "H", "H", "H", "H", "S", "C", "N", "N", "C", "C", "C", "C", "C", "C", "N", "N", "C", "C", "C", "C", "C", "C", "H", "H", "H", "H", "H", "H", "H", "H", "H", "H", "H", "C", "C", "C", "C", "C", "C", "Si", "C", "C", "C", "C", "C", "C", "C", "C", "C", "C", "C", "C", "H", "H", "H", "H", "H", "H", "H", "H", "H", "H", "H", "H", "H", "H", "H", "Cl", "C", "C", "O", "O", "H", "H", "C", "C", "C", "O", "B", "O", "C", "C", "C", "H", "H", "H", "H", "H", "H", "H", "H", "H", "H", "H", "H"],
  "coordinates": [[0.573, -1.478, -0.414], [2.402, -3.041, 2.734], [1.978, -2.849, 1.599], [0.794, -2.393, 1.333], [2.788, -3.187, 0.389], [3.828, -4.117, 0.415], [4.409, -4.525, -0.764], [3.927, -4.007, -1.996], [4.393, -4.427, -3.250], [3.874, -3.895, -4.412], [2.882, -2.921, -4.357], [2.391, -2.488, -3.143], [2.896, -3.026, -1.947], [2.356, -2.622, -0.764], [4.132, -4.514, 1.372], [5.198, -5.264, -0.773], [5.149, -5.199, -3.301], [4.232, -4.244, -5.371], [2.475, -2.512, -5.269], [1.607, -1.736, -3.089], [-0.242, -3.811, -1.125], [-0.892, -3.131, -2.638], [-1.316, -4.030, -3.504], [-2.054, -3.601, -4.574], [-2.863, -2.507, -4.686], [-3.455, -1.898, -3.565], [-4.214, -0.759, -3.707], [-4.459, -0.221, -4.962], [-3.962, -0.868, -6.082], [-3.176, -1.996, -5.951], [-0.953, -1.843, -2.875], [-0.741, -0.912, -1.886], [-0.824, 0.373, -2.360], [-0.911, 0.667, -3.738], [-1.073, 1.960, -4.173], [-1.164, 3.012, -3.269], [-1.075, 2.745, -1.911], [-0.892, 1.455, -1.458], [-1.824, -4.109, -5.418], [-3.318, -2.343, -2.593], [-4.631, -0.288, -2.826], [-5.041, 0.683, -5.063], [-4.185, -0.484, -7.069], [-2.787, -2.484, -6.834], [-0.860, -0.152, -4.438], [-1.138, 2.158, -5.236], [-1.298, 4.029, -3.612], [-1.155, 3.553, -1.191], [-0.833, 1.264, -0.391], [-3.376, 3.748, 4.308], [-3.338, 3.588, 2.932], [-2.175, 3.152, 2.325], [-1.022, 2.879, 3.060], [-1.079, 3.062, 4.437], [-2.241, 3.489, 5.058], [0.429, 1.995, 2.137], [0.952, 3.375, 0.900], [1.646, 3.169, -0.289], [2.073, 4.222, -1.081], [1.833, 5.526, -0.688], [1.149, 5.760, 0.491], [0.709, 4.701, 1.264], [1.910, 1.847, 3.325], [2.759, 2.908, 3.629], [3.847, 2.734, 4.468], [4.114, 1.485, 5.007], [3.279, 0.418, 4.714], [2.188, 0.603, 3.886], [-4.292, 4.061, 4.789], [-4.218, 3.780, 2.331], [-2.152, 3.016, 1.251], [-0.202, 2.858, 5.031], [-2.272, 3.603, 6.133], [1.849, 2.167, -0.624], [2.600, 4.022, -2.003], [2.165, 6.354, -1.299], [0.951, 6.773, 0.812], [0.161, 4.905, 2.172], [2.565, 3.883, 3.203], [4.484, 3.577, 4.701], [4.971, 1.344, 5.653], [3.477, -0.564, 5.118], [1.544, -0.230, 3.657], [4.710, 0.776, -1.625], [3.994, 0.393, -0.063], [2.513, 0.087, -0.228], [2.005, -0.082, -1.355], [1.838, -0.039, 0.819], [4.147, 1.226, 0.629], [4.486, -0.501, 0.328], [-3.418, -0.229, 1.118], [-2.257, -1.155, 1.514], [-2.432, -2.516, 0.860], [-1.056, -0.491, 1.008], [-0.564, 0.284, 2.050], [-1.114, -0.069, 3.231], [-2.011, -1.176, 3.061], [-3.258, -0.926, 3.909], [-1.299, -2.437, 3.554], [-3.380, -0.070, 0.040], [-3.321, 0.735, 1.616], [-4.376, -0.671, 1.377], [-2.530, -2.390, -0.223], [-3.334, -2.997, 1.237], [-1.571, -3.161, 1.048], [-3.620, 0.091, 3.792], [-3.003, -1.070, 4.956], [-4.038, -1.632, 3.635], [-0.382, -2.588, 2.988], [-1.936, -3.313, 3.459], [-1.031, -2.301, 4.600]],
  "forces_ev_per_angstrom": [[-3.0, 1.4, -2.0], [0.0, 0.0, -1.0], [0.1, -0.3, 2.0], [0.6, -1.3, 1.8], [-0.1, 0.5, -1.8], [0.5, -0.3, -0.2], [-0.6, 0.4, 0.0], [-0.3, 0.3, 0.6], [0.0, 0.0, -0.8], [0.6, -0.6, 0.6], [-0.7, 0.5, 0.6], [0.0, 0.1, -0.4], [0.5, -0.1, -0.3], [2.1, -2.1, 1.5], [0.0, 0.0, 0.0], [0.1, 0.0, 0.0], [0.1, 0.0, 0.1], [0.0, 0.0, 0.0], [-0.1, 0.0, 0.0], [0.0, -0.2, -0.2], [0.2, 0.4, -0.1], [-0.3, 0.1, -0.5], [0.2, -1.3, 1.3], [0.0, 0.5, -1.1], [-0.1, -0.4, 0.0], [0.0, -0.1, 0.1], [-0.1, -0.1, -0.1], [-0.2, 0.3, 0.0], [-0.1, 0.1, 0.0], [0.0, 0.0, -0.1], [0.1, -0.4, -1.4], [0.3, 0.1, 0.6], [-0.6, 0.7, 0.0], [0.1, -0.4, 0.1], [0.0, 0.3, 0.1], [-0.1, 0.2, 0.0], [0.0, 0.1, -0.1], [0.1, -0.3, -0.1], [-0.1, 0.3, 0.2], [0.0, 0.0, 0.0], [0.0, 0.0, 0.1], [-0.1, 0.1, 0.0], [0.0, 0.0, -0.1], [0.1, 0.0, -0.1], [-0.1, -0.1, 0.0], [0.0, 0.0, -0.1], [0.0, 0.1, -0.1], [0.1, 0.0, 0.0], [-0.1, 0.1, -0.1], [-0.1, 0.0, 0.0], [-0.2, 0.0, -0.1], [0.2, 0.0, -0.1], [0.3, -0.3, -0.1], [0.2, 0.0, 0.0], [-0.1, 0.1, 0.1], [0.3, 2.0, 1.0], [-0.1, -0.6, -0.1], [0.1, -0.1, 0.1], [0.2, 0.0, 0.0], [0.0, 0.0, 0.0], [0.0, 0.2, 0.0], [-0.1, -0.2, 0.3], [-0.4, -0.3, -0.3], [-0.2, 0.1, -0.1], [0.1, 0.1, 0.1], [0.0, 0.0, 0.0], [0.1, -0.1, 0.1], [0.0, 0.1, 0.0], [0.0, 0.0, 0.1], [0.0, 0.0, 0.0], [-0.1, 0.0, -0.2], [0.1, -0.1, 0.1], [0.0, 0.0, 0.1], [-0.1, 0.0, -0.2], [0.0, -0.1, -0.1], [0.0, 0.0, -0.1], [0.0, 0.1, 0.0], [-0.1, 0.1, 0.1], [0.0, 0.1, -0.1], [0.0, 0.0, 0.0], [0.0, 0.0, 0.0], [0.0, -0.1, 0.1], [0.0, -0.3, 0.0], [0.4, 0.2, -0.2], [-0.3, 0.0, -0.1], [1.6, 1.0, -0.1], [0.0, 0.0, -0.3], [-0.1, -0.2, 0.5], [-0.1, -0.2, -0.1], [-0.1, 0.1, 0.1], [0.5, -0.1, 0.0], [-1.2, -0.3, 0.1], [0.3, 0.3, 0.2], [0.6, 0.0, 0.0], [-0.3, -0.1, -0.2], [0.2, 0.2, 0.5], [-0.2, -0.6, -0.1], [0.4, 0.1, -0.2], [0.2, 0.3, -0.2], [0.0, 0.0, 0.0], [-0.1, 0.1, 0.0], [-0.1, -0.1, 0.0], [0.0, 0.0, 0.2], [-0.1, 0.0, 0.1], [-0.3, 0.1, 0.0], [-0.1, 0.1, -0.1], [0.0, 0.0, 0.1], [-0.1, -0.1, 0.0], [-0.2, -0.1, 0.2], [-0.1, -0.1, 0.0], [-0.1, 0.0, 0.1]],
  "lowdin_charge": [1.6846, 0.0889, -0.5496, -0.2515, -0.1629, 0.0228, 0.0286, -0.1380, -0.0314, -0.0679, -0.0354, 0.0100, -0.2017, -0.0493, 0.1214, 0.1167, 0.1095, 0.1035, 0.1143, 0.0997, 0.6595, -0.8870, -0.0765, -0.0421, -0.2835, -0.0560, -0.1130, -0.1474, -0.1380, -0.0656, -0.0938, -0.2392, -0.2851, -0.0311, -0.1017, -0.1211, -0.1158, -0.0570, 0.1156, 0.0937, 0.0918, 0.0800, 0.0856, 0.0920, 0.0956, 0.0956, 0.0838, 0.0954, 0.0695, -0.1020, -0.0879, -0.1120, -0.2599, -0.0819, -0.0913, 0.8812, -0.2243, -0.0942, -0.0694, -0.0900, -0.0892, -0.1082, -0.2355, -0.0888, -0.0969, -0.0990, -0.0761, -0.0853, 0.0944, 0.1029, 0.1055, 0.1018, 0.0966, 0.0738, 0.1081, 0.0978, 0.0980, 0.0971, 0.0964, 0.0966, 0.0953, 0.1034, 0.0938, 0.6253, -0.4676, -0.7548, -0.1084, -0.0990, 0.0918, 0.0895, 0.0205, -0.4077, -0.0395, -0.0570, -0.6598, 0.1210, -0.4320, 0.0067, 0.0091, 0.0989, 0.0780, 0.0939, 0.0657, 0.1036, 0.0276, 0.0850, 0.0886, 0.0931, 0.0683, 0.0958, 0.0961],
  "total_charge": -1,
  "de_lowest_kcal_mol": 16.4,
  "fmax_ev_per_a": 3.86,
  "multiplicity": 1
}